8 unconnected molecules or ions with the total composition C20H58N2O16S, computed with the ωB97M-V functional and the def2-TZVPD basis.

Charge ... 0
DFT total energy ... -68251.707 eV
HOMO-LUMO gap ... 8.7 eV
E_HOMO ... -8.66 eV

Atoms and positions in Å:
C 0.310 -1.153 3.886
N 1.724 -0.961 4.280
C 1.906 -1.173 5.765
C 2.456 -2.049 3.497
C 2.381 0.318 3.753
C 3.906 0.493 3.893
O 4.220 0.510 5.293
H -0.190 -1.990 4.369
H 0.211 -1.229 2.806
H -0.205 -0.276 4.290
H 1.419 -2.126 5.955
H 1.374 -0.371 6.275
H 2.959 -1.103 6.010
H 2.571 -1.934 2.422
H 2.061 -3.046 3.713
H 3.396 -2.215 4.032
H 1.896 1.098 4.342
H 1.985 0.418 2.743
H 4.264 1.376 3.359
H 4.582 -0.302 3.565
H 5.156 0.304 5.347
C -0.820 0.922 -4.091
N -2.266 1.329 -4.023
C -3.003 0.415 -4.962
C -2.703 1.253 -2.596
C -2.562 2.783 -4.469
C -1.722 3.270 -5.603
O -2.032 2.599 -6.819
H -0.308 1.450 -3.287
H -0.423 0.941 -5.101
H -0.814 -0.127 -3.783
H -2.627 0.436 -5.982
H -4.054 0.690 -4.914
H -2.913 -0.650 -4.737
H -3.762 1.422 -2.408
H -2.114 1.920 -1.974
H -2.479 0.212 -2.358
H -2.218 3.327 -3.586
H -3.621 3.018 -4.537
H -0.649 3.214 -5.401
H -1.937 4.331 -5.772
H -1.604 3.069 -7.539
S -0.630 -0.334 -0.026
O 0.658 -1.020 0.136
O -1.537 -1.151 -0.888
O -1.102 -0.148 1.351
O -0.291 0.984 -0.607
C 2.398 2.944 0.567
C 1.624 3.469 1.762
O 1.072 4.730 1.588
O 1.535 2.902 -0.559
H 2.789 1.938 0.758
H 3.230 3.579 0.255
H 2.244 3.464 2.667
H 0.818 2.756 1.992
H 0.413 4.681 0.882
H 0.883 2.195 -0.371
C -0.019 -3.467 -3.246
C -0.055 -4.441 -2.040
O 0.814 -3.979 -1.016
O -0.873 -2.369 -3.117
H -0.375 -4.015 -4.127
H 1.058 -3.371 -3.437
H 0.199 -5.449 -2.374
H -1.082 -4.549 -1.674
H 0.673 -3.036 -0.857
H -0.797 -1.997 -2.214
C 3.295 -0.485 -1.943
C 3.682 -1.786 -1.269
O 3.112 -1.973 0.026
O 2.073 -0.596 -2.679
H 3.968 -0.186 -2.750
H 3.207 0.333 -1.229
H 4.740 -1.929 -1.034
H 3.315 -2.575 -1.937
H 2.300 -1.432 0.164
H 1.373 -0.565 -2.013
C -1.941 -3.525 1.356
C -2.780 -3.178 2.578
O -3.189 -1.809 2.725
O -2.649 -3.298 0.169
H -1.704 -4.588 1.456
H -0.986 -3.000 1.456
H -2.357 -3.588 3.504
H -3.796 -3.567 2.460
H -2.466 -1.252 2.392
H -2.357 -2.440 -0.254
C -2.681 2.767 2.436
C -2.810 2.911 0.921
O -1.772 3.679 0.318
O -1.526 2.075 2.855
H -3.546 2.220 2.829
H -2.743 3.741 2.923
H -3.838 3.177 0.656
H -2.700 1.911 0.492
H -1.214 3.065 -0.174
H -1.409 1.165 2.507

Atom charges from the Löwdin analysis, given in e for atoms 1 to 5: C 0.00; N -0.33; C 0.03; C 0.01; C -0.06